No. 1
Here is C19H22F2N2O4 as an isolated structure at a distorted geometry from the OMol25 dataset. Energies are from the ωB97M-V functional and the def2-TZVPD basis.

Geometry as ORCA input:
```
! wB97M-V def2-TZVPD RIJCOSX def2/J DEFGRID3
* xyz 0 1
C -2.4550 -4.2205 -5.5172
H -2.4086 -4.6506 -6.6438
C -1.0031 -4.6695 -4.9259
H -0.8150 -5.5776 -5.0279
H -0.1300 -3.8332 -5.5423
C -1.0316 -4.0845 -3.3498
O 0.0503 -4.5370 -2.7542
H 1.0959 -4.2636 -3.2608
C -1.0800 -2.6642 -2.9923
C -0.1251 -1.7608 -3.6775
H -0.0779 -1.9387 -4.5382
C -0.2304 -0.3196 -3.0914
N -0.3245 -0.0861 -1.9125
C 0.5935 0.3693 -1.0941
O 1.6008 1.0779 -1.7976
C 0.5153 0.5717 0.4152
N 0.1449 -0.3319 1.0629
O 0.4327 0.0467 2.4437
C 1.1655 1.0590 2.3414
C 1.1073 1.5659 1.1554
H 1.7024 2.5366 0.6746
C 1.3750 1.8478 3.8458
O 0.8649 3.0518 3.7612
C 0.9698 3.9321 4.8680
C 0.7831 5.1043 4.7372
C 0.6552 6.0541 5.6711
C 1.3789 5.8984 6.6955
C 2.1021 4.3876 6.9542
C 1.7754 3.6936 5.9257
H 2.2758 2.6646 5.9031
H 2.7055 4.1929 7.8006
F 1.6978 6.6969 7.7935
H 0.1633 7.0372 5.6727
F -0.2441 5.6524 3.5674
H 1.1017 1.3132 4.4754
H 2.5841 1.7577 3.8162
C -1.2501 -1.0308 -1.2061
H -1.6340 -0.9394 0.0299
C -1.2094 -2.5190 -1.4554
H -2.0510 -3.1179 -0.8702
H -0.4503 -2.8525 -1.1374
H -2.5680 -0.6693 -1.3084
H 0.3941 0.4252 -3.5186
H -1.3908 0.1512 -3.6244
H 0.9736 -2.0365 -3.1622
H -2.1922 -2.4493 -3.5791
H -1.8406 -4.7261 -2.9620
H -2.6371 -3.0858 -5.7162
H -3.0602 -4.7237 -4.9452
*
```

Computed properties:
Orbital gap (Ha): 0.335
Energy above the lowest of the compared OMol25 structures with the same formula, charge and spin (kcal/mol): 526.3
LUMO (eV): 0.08


No. 2
Here is one molecule with the formula C4H9NO2 from the OMol25 dataset. Energies are from the ωB97M-V functional and the def2-TZVPD basis.

Geometry as ORCA input:
```
! wB97M-V def2-TZVPD RIJCOSX def2/J DEFGRID3
* xyz 0 1
C 1.0000 1.3773 -1.5797
C 0.2460 0.3070 -0.8139
C 1.0539 -0.5857 0.1178
O 0.1270 -1.2951 0.9672
C -0.8605 -0.5239 1.4861
N -2.0196 -1.2204 1.5733
O -0.7480 0.6392 1.8181
H 1.7336 0.9918 -2.2917
H 0.2730 1.9858 -2.1313
H 1.5110 2.0336 -0.8672
H -0.4138 0.8693 -0.1356
H -0.3361 -0.3387 -1.4853
H 1.6025 -1.3839 -0.3926
H 1.7628 -0.0032 0.7161
H -2.8451 -0.6984 1.8096
H -2.0868 -2.1547 1.2090
*
```

Computed properties:
Orbital gap (Ha): 0.412
Energy above the lowest of the compared OMol25 structures with the same formula, charge and spin (kcal/mol): 13.3
Structure (SMILES): CCCOC(N)=O
LUMO (eV): 0.95


No. 3
Here is C36H41N3O2P2RbSSi as an isolated structure at a distorted geometry from the OMol25 dataset. Energies are from the ωB97M-V functional and the def2-TZVPD basis.

Geometry as ORCA input:
```
! wB97M-V def2-TZVPD RIJCOSX def2/J DEFGRID3
* xyz -1 1
Rb -0.3595 0.5826 -0.0848
C 5.5209 4.4957 -1.8222
Si 4.7011 4.1695 -0.1459
C 6.0348 4.5055 1.1739
C 3.3801 5.4867 0.1589
C 4.2256 2.3618 0.0674
C 5.0954 1.4662 0.6651
C 4.7053 0.1543 0.9353
C 3.4002 -0.1890 0.6406
N 2.5397 0.6189 0.0264
C 2.9516 1.8530 -0.3425
S 1.9318 2.7804 -1.3518
H 5.8889 5.5235 -1.8806
H 4.8070 4.3421 -2.6333
H 6.3682 3.8243 -1.9818
H 6.3179 5.5609 1.1811
H 6.9432 3.9252 0.9901
H 5.6729 4.2508 2.1730
H 3.8438 6.4467 0.4096
H 2.7217 5.1996 0.9813
H 2.7547 5.6151 -0.7207
H 6.0937 1.7895 0.9470
H 5.3856 -0.5620 1.3762
H 3.0171 -1.1766 0.8918
N -0.4449 0.9766 3.2174
C -1.6934 1.7513 3.1207
C -2.8852 0.8388 2.8698
C -2.9538 0.3405 1.4107
O -2.6868 1.1373 0.4996
O -3.3001 -0.8701 1.2773
H -0.5107 0.3546 4.0150
H 0.3292 1.6062 3.3923
H -1.6021 2.4406 2.2799
H -1.8765 2.3489 4.0245
H -3.8055 1.3901 3.0748
H -2.8559 -0.0347 3.5246
C -0.9171 -2.7440 -2.6390
N -0.9649 -3.1395 -1.2366
P -2.1289 -2.0754 -0.2623
C -1.9206 -3.1000 1.2889
C -2.3805 -4.4091 1.3867
C -2.2957 -5.1096 2.5828
C -1.7553 -4.5080 3.7064
C -1.2650 -3.2113 3.6167
C -1.3412 -2.5211 2.4188
C -3.7025 -2.8544 -0.8618
C -3.6969 -4.0296 -1.6166
C -4.8781 -4.5976 -2.0718
C -6.0983 -4.0118 -1.7707
C -6.1202 -2.8422 -1.0269
C -4.9371 -2.2615 -0.5930
P 0.4934 -3.0770 -0.3035
C 0.6156 -4.8626 0.1467
C 1.1474 -5.2113 1.3831
C 1.2076 -6.5404 1.7792
C 0.7382 -7.5355 0.9365
C 0.2127 -7.1980 -0.3060
C 0.1510 -5.8698 -0.6946
C 1.8366 -2.9694 -1.5553
C 2.0662 -1.6998 -2.0880
C 3.1368 -1.4591 -2.9310
C 4.0070 -2.4911 -3.2538
C 3.8000 -3.7546 -2.7207
C 2.7257 -3.9943 -1.8736
H -1.9016 -2.8947 -3.0871
H -0.1962 -3.3546 -3.1855
H -0.6526 -1.6882 -2.8009
H -2.8180 -4.8937 0.5261
H -2.6518 -6.1319 2.6325
H -1.7188 -5.0425 4.6484
H -0.8318 -2.7388 4.4914
H -0.9479 -1.5143 2.3583
H -2.7582 -4.5231 -1.8318
H -4.8428 -5.5033 -2.6662
H -7.0206 -4.4681 -2.1099
H -7.0676 -2.3767 -0.7820
H -4.9602 -1.3457 -0.0217
H 1.4993 -4.4285 2.0462
H 1.6071 -6.8019 2.7517
H 0.7749 -8.5737 1.2440
H -0.1529 -7.9744 -0.9677
H -0.2696 -5.6002 -1.6562
H 1.4218 -0.8749 -1.8101
H 3.3005 -0.4589 -3.3138
H 4.8496 -2.3093 -3.9096
H 4.4828 -4.5620 -2.9587
H 2.5904 -4.9801 -1.4490
*
```

Computed properties:
Orbital gap (Ha): 0.232
Energy above the lowest of the compared OMol25 structures with the same formula, charge and spin (kcal/mol): 19.1
LUMO (eV): 2.09


No. 4
Here is a 7-piece molecular cluster, C17H48O10S7 overall from the OMol25 dataset. Energies are from the ωB97M-V functional and the def2-TZVPD basis.

Geometry as ORCA input:
```
! wB97M-V def2-TZVPD RIJCOSX def2/J DEFGRID3
* xyz 0 1
C -2.1676 7.2776 -2.7912
O -2.8365 7.0225 -1.5764
C -3.8193 5.9988 -1.6458
C -3.9557 5.3479 -0.2851
O -3.1793 4.1760 -0.0979
C -1.7873 4.4102 -0.1327
C -1.0993 3.0640 0.0094
S -0.7316 2.3272 -1.5433
O -0.6821 0.8963 -1.4040
O 0.3607 3.0393 -2.1414
H -2.7947 7.8420 -3.4901
H -1.2850 7.8687 -2.5557
H -1.8753 6.3474 -3.2839
H -4.7840 6.4338 -1.9299
H -3.5453 5.2560 -2.4032
H -3.6830 6.0933 0.4725
H -4.9848 5.0395 -0.1080
H -1.5122 4.9098 -1.0693
H -1.4783 5.0691 0.6855
H -0.1505 3.1141 0.5438
H -1.7665 2.3692 0.5176
H -1.8436 2.6160 -2.2559
C 0.8838 0.0913 4.0784
S 1.3931 0.5797 2.4344
O 1.0555 2.0244 2.2829
C 0.1335 -0.3417 1.5598
H 1.5326 0.5998 4.7902
H -0.1516 0.3910 4.2421
H 1.0067 -0.9891 4.1768
H -0.8494 -0.0131 1.8998
H 0.2669 -1.4070 1.7530
H 0.2431 -0.1349 0.4972
C 4.4445 -3.1266 5.4114
S 2.7349 -3.4766 5.8233
O 1.9211 -3.1017 4.6317
C 2.5409 -2.1499 7.0171
H 4.7391 -3.8293 4.6350
H 4.5221 -2.1034 5.0440
H 5.0638 -3.2750 6.2955
H 2.7606 -1.1971 6.5358
H 3.2105 -2.3242 7.8588
H 1.5079 -2.1682 7.3582
C -1.8331 2.6360 -6.5446
S -1.7118 3.1444 -4.8408
O -2.8878 4.0255 -4.5537
C -0.2993 4.2282 -5.0613
H -2.6807 1.9598 -6.6209
H -1.9912 3.5131 -7.1733
H -0.9285 2.0970 -6.8123
H -0.5449 4.9809 -5.8109
H 0.5562 3.6268 -5.3664
H -0.0851 4.6908 -4.1009
C -1.4475 -1.4688 -3.5725
S -0.6319 -1.3794 -5.1588
O -0.8544 0.0147 -5.6493
C -1.7982 -2.4132 -6.0490
H -0.9119 -0.8155 -2.8905
H -2.4757 -1.1255 -3.6933
H -1.3996 -2.4899 -3.1980
H -2.7949 -1.9811 -5.9614
H -1.7721 -3.4206 -5.6344
H -1.4882 -2.4339 -7.0918
C 3.0496 -2.5114 -0.1190
S 2.2915 -1.7366 -1.5528
O 1.4608 -2.7841 -2.2066
C 3.7975 -1.6056 -2.5209
H 2.2571 -2.7238 0.5959
H 3.5322 -3.4387 -0.4269
H 3.7678 -1.8216 0.3246
H 4.2219 -2.6002 -2.6551
H 4.4978 -0.9440 -2.0114
H 3.5237 -1.1803 -3.4842
C 0.0966 -8.7578 6.4009
S 1.2941 -8.1724 5.1960
O 2.6126 -8.1612 5.8812
C 0.7265 -6.4716 5.1643
H 0.3216 -9.8039 6.5973
H 0.2000 -8.1752 7.3160
H -0.9084 -8.6665 5.9891
H 0.7858 -6.0589 6.1713
H -0.2936 -6.4255 4.7830
H 1.3870 -5.9172 4.5006
*
```

Computed properties:
Orbital gap (Ha): 0.326
LUMO (eV): 0.33


No. 5
Here is C21H33Cl2EuN4O3 as an isolated structure at a distorted geometry from the OMol25 dataset. Energies are from the ωB97M-V functional and the def2-TZVPD basis.

Geometry as ORCA input:
```
! wB97M-V def2-TZVPD RIJCOSX def2/J DEFGRID3
* xyz -1 8
O -0.8107 0.3120 -1.0462
C -0.7207 -0.1592 -2.3273
C -1.8873 -1.1161 -2.6284
C -2.5783 -1.7826 -1.6130
H -2.2784 -1.6506 -0.5673
C -3.6337 -2.6406 -1.9346
H -4.1981 -3.1128 -1.1275
C -3.9463 -2.8944 -3.2746
H -4.7489 -3.5884 -3.5284
C -3.2107 -2.2729 -4.2918
H -3.4258 -2.4767 -5.3423
C -2.1974 -1.3737 -3.9635
H -1.6099 -0.8706 -4.7360
H -0.8093 0.6782 -3.0600
C 1.8275 0.2017 -2.6367
C 0.6771 -0.7646 -2.5652
H 2.6450 -0.2388 -3.2286
H 2.2486 0.4283 -1.6391
H 1.5003 1.1495 -3.0876
C 0.8176 -2.0997 -2.5524
C 2.1057 -2.8214 -2.7111
H -0.0613 -2.7349 -2.4196
H 2.0898 -3.4243 -3.6281
H 2.2424 -3.4894 -1.8567
H 2.9732 -2.1551 -2.7443
Eu 0.4954 -0.4321 0.7049
Cl -1.1772 -2.3158 1.6514
Cl 2.7089 -1.9155 0.3953
H -5.0807 0.9930 0.9331
H -4.1081 0.2691 3.3505
C -4.1753 0.4772 0.5916
C -3.1960 -0.0473 2.8302
N -3.1013 0.6464 1.5557
H -3.8493 0.9084 -0.3603
C -2.0841 1.4678 1.2565
O -0.9463 1.4129 1.7660
H -2.3077 0.1758 3.4252
H -2.3335 2.2136 0.4728
H -4.3979 -0.5860 0.4527
H -3.2339 -1.1252 2.6438
H 3.4036 4.4723 0.4628
H 1.1793 5.8348 -0.1575
C 3.1123 3.9007 -0.4274
C 0.9596 5.0392 -0.8766
N 1.6637 3.8209 -0.5274
H 3.5372 2.8982 -0.3688
C 0.9964 2.7223 -0.1656
O 1.5758 1.6876 0.2513
H -0.1138 4.8446 -0.8774
H -0.0987 2.7781 -0.2789
H 3.4861 4.4236 -1.3130
H 1.2632 5.3769 -1.8710
C 3.0736 -2.0825 5.5970
N 2.7379 -1.1452 4.5333
C 3.3044 0.1098 4.3557
C 2.6517 0.6727 3.2812
N 1.6450 -0.1941 2.8826
C 1.7624 -1.3103 3.6040
H 4.1401 -2.3218 5.5728
H 2.8358 -1.6399 6.5704
H 2.4907 -2.9951 5.4642
H 4.0987 0.5091 4.9539
H 2.8447 1.5934 2.7459
H 1.2272 -2.2406 3.4293
*
```

Computed properties:
Orbital gap (alpha / beta) (Ha): 0.149 / 0.257
Energy above the lowest of the compared OMol25 structures with the same formula, charge and spin (kcal/mol): 0.0
LUMO (alpha / beta) (eV): 2.40 / 2.40


No. 6
Here is C6H15N as an isolated structure at a distorted geometry from the OMol25 dataset. Energies are from the ωB97M-V functional and the def2-TZVPD basis.

Geometry as ORCA input:
```
! wB97M-V def2-TZVPD RIJCOSX def2/J DEFGRID3
* xyz 0 1
C -2.9420 -3.2851 0.7139
N -0.7998 -0.4777 0.2434
C 0.0502 0.3392 -0.3643
C 0.7448 1.4400 0.4751
C 1.4344 2.4523 -0.4308
C 1.7295 0.7222 1.3952
C 0.4302 0.0060 -1.8133
H -3.1507 -4.1336 0.0622
H -3.9304 -2.8304 0.7979
H -2.2532 -2.5598 0.2848
H -2.4651 -3.5617 1.6503
H -1.1966 0.5091 -0.3475
H -0.0544 1.8938 1.0587
H 2.0041 3.1832 0.1437
H 0.8239 2.9553 -1.1764
H 2.1755 1.8676 -0.9954
H 2.3701 0.1320 0.7304
H 2.3447 1.4454 1.9269
H 1.1544 0.0817 2.0579
H 1.4129 -0.4569 -1.8600
H 0.4579 0.9408 -2.3777
H -0.3402 -0.6633 -2.1750
*
```

Computed properties:
Orbital gap (Ha): 0.321
Energy above the lowest of the compared OMol25 structures with the same formula, charge and spin (kcal/mol): 93.1
LUMO (eV): 0.81


No. 7
Here is a 13-piece molecular cluster, H27O13 overall at a distorted geometry from the OMol25 dataset. Energies are from the ωB97M-V functional and the def2-TZVPD basis.

Geometry as ORCA input:
```
! wB97M-V def2-TZVPD RIJCOSX def2/J DEFGRID3
* xyz 0 2
O 0.5564 3.0376 -0.9693
H 0.8824 2.2164 -1.4153
H -0.3987 2.8897 -0.7938
O -2.1937 -2.0649 -1.2743
H -1.9175 -2.0698 -0.3233
H -2.7391 -1.2776 -1.4308
O 2.8373 -0.9240 -0.1047
H 1.5807 -2.2922 -0.3420
O -1.2956 2.5297 2.0781
H -0.3681 2.8303 1.9582
H -1.3006 1.5321 2.1304
O -2.0894 2.6653 -0.4413
H -2.9657 2.9395 -0.7464
H -1.9969 2.7617 0.5729
O -0.8737 -0.1341 1.8198
H -0.8817 -0.0635 0.8172
H 0.0878 -0.1057 2.0251
O 1.0554 0.5182 -1.9750
H 1.2591 0.5355 -2.9209
H 1.8115 0.2098 -1.4261
O 1.1245 -3.1268 -0.6185
H 0.9820 -3.6138 0.2143
H 0.3003 -2.9776 -1.9468
O 1.2819 3.0206 1.3918
H 1.6453 3.4913 2.1509
H 1.0969 3.2289 0.4156
O -1.3532 0.2439 -0.6918
H -1.7097 1.2015 -0.5535
H -0.4911 0.2814 -1.1646
O -1.1537 -2.8488 1.1739
H -1.2784 -3.7251 1.5480
H -1.1598 -2.1421 1.8417
O 1.8646 0.1475 1.9313
H 1.5796 0.8974 1.3647
H 2.3832 0.6093 2.6220
O -0.4433 -2.9035 -2.6631
H -0.8490 -3.7842 -2.6005
H -1.2837 -2.1107 -2.0436
H 3.7259 -1.0369 -0.4575
H 2.6876 -0.5861 0.8471
*
```

Computed properties:
Orbital gap (alpha / beta) (Ha): 0.100 / 0.415
Energy above the lowest of the compared OMol25 structures with the same formula, charge and spin (kcal/mol): 0.0
LUMO (alpha / beta) (eV): 0.32 / 0.25


No. 8
Here is C39H31IN3PPbS2 as an isolated structure from the OMol25 dataset. Energies are from the ωB97M-V functional and the def2-TZVPD basis.

Geometry as ORCA input:
```
! wB97M-V def2-TZVPD RIJCOSX def2/J DEFGRID3
* xyz -2 1
Pb 1.2329 -1.0924 -1.8313
C 4.5135 0.2044 -0.4240
C 4.1458 -0.8495 0.4392
C 3.8881 -1.9801 -0.3441
C 4.0631 -1.6244 -1.7012
C 4.4804 -0.2735 -1.7349
H 4.7853 1.2075 -0.1135
H 4.0715 -0.7896 1.5184
H 3.6264 -2.9662 0.0178
H 4.0853 -2.3116 -2.5384
H 4.7232 0.2774 -2.6349
C -3.1429 1.3810 0.1672
C -2.5886 2.1092 1.3494
C -3.3540 3.1201 1.9262
C -2.9148 3.8363 3.0277
C -1.6805 3.5383 3.5766
C -0.9099 2.5233 3.0290
C -1.3381 1.7857 1.9239
P -0.2647 0.4781 1.1553
C 1.0883 0.4210 2.3992
C 1.1684 -0.6118 3.3273
C 2.2166 -0.6772 4.2336
C 3.2034 0.2941 4.2105
C 3.1403 1.3183 3.2774
C 2.1011 1.3941 2.3583
C 2.0783 2.4848 1.3286
C -1.2108 -1.0418 1.4944
C -2.3804 -1.0344 2.2523
C -3.2291 -2.1284 2.2786
C -2.9137 -3.2442 1.5080
C -1.7272 -3.2989 0.8083
C -0.8052 -2.2326 0.8142
C 0.5109 -2.3675 0.1997
H -3.9403 1.9573 -0.3041
H -3.5521 0.4141 0.4643
H -2.3744 1.1774 -0.5747
H -4.3225 3.3466 1.4932
H -3.5344 4.6152 3.4572
H -1.3164 4.0898 4.4358
H 0.0436 2.2913 3.4860
H 0.3970 -1.3727 3.3314
H 2.2648 -1.4879 4.9508
H 4.0296 0.2546 4.9109
H 3.9270 2.0643 3.2465
H 2.9349 3.1500 1.4467
H 1.1657 3.0811 1.3966
H 2.1198 2.0340 0.3340
H -2.6461 -0.1477 2.8162
H -4.1383 -2.1001 2.8675
H -3.5999 -4.0834 1.4758
H -1.4831 -4.1857 0.2333
H 0.7393 -3.4032 -0.0500
H 1.2843 -1.9716 0.8606
S -1.1011 -0.4452 -3.1383
C -1.8021 -2.0216 -3.3481
C -3.1913 -2.1012 -3.4831
C -3.8557 -3.3054 -3.6905
C -5.2752 -3.3297 -3.7556
N -6.4269 -3.3312 -3.7963
C -3.0983 -4.4874 -3.8110
C -1.7149 -4.4171 -3.6820
C -1.0400 -3.2215 -3.4227
S 0.6917 -3.3051 -3.2455
C -3.7237 -5.7398 -4.0575
N -4.2088 -6.7638 -4.2681
H -3.7634 -1.1861 -3.4133
H -1.1326 -5.3249 -3.7678
I 4.8130 5.2665 -2.1756
C 2.9891 4.2208 -2.3691
C 1.7932 4.8637 -2.0993
C 0.6246 4.1252 -2.2242
C 0.7136 2.8008 -2.6266
N 1.8700 2.2059 -2.9011
C 2.9950 2.8948 -2.7677
H 1.7721 5.9057 -1.8111
H -0.3332 4.5796 -2.0067
H -0.1706 2.1809 -2.7362
H 3.9143 2.3631 -2.9793
*
```

Computed properties:
Orbital gap (Ha): 0.163
Energy above the lowest of the compared OMol25 structures with the same formula, charge and spin (kcal/mol): 2.6
LUMO (eV): 3.17


No. 9
Here is a 2-piece molecular cluster, C2H5NO overall from the OMol25 dataset. Energies are from the ωB97M-V functional and the def2-TZVPD basis.

Geometry as ORCA input:
```
! wB97M-V def2-TZVPD RIJCOSX def2/J DEFGRID3
* xyz 0 1
C -1.0695 0.8565 0.4287
N -0.1988 1.0177 -0.4775
H -0.8617 0.1404 1.2287
H -2.0297 1.3813 0.4686
H -0.4977 1.7130 -1.1638
C 1.1638 -1.2696 -0.1252
O 1.4635 -1.3379 1.0406
H 0.1970 -1.6527 -0.5044
H 1.8330 -0.8487 -0.8955
*
```

Computed properties:
Orbital gap (Ha): 0.395
Energy above the lowest of the compared OMol25 structures with the same formula, charge and spin (kcal/mol): 53.4
Structure (SMILES): C=N.C=O
LUMO (eV): 1.05